This record from the OMol25 dataset describes a molecular structure, C11H19CaN3O6P at a distorted geometry. The level of theory is ωB97M-V with the def2-TZVPD basis set.

HOMO level ... -9.76 eV
Kohn-Sham gap ... 5.95 eV
Total charge ... +1
LUMO ... -3.80 eV
Calculated total energy ... -2065.01946 Ha
Molecular weight ... 360.34 g mol⁻¹

Geometry (Å):
O: -2.32294 -3.38682 1.14213
C: -1.20803 -3.28469 0.89994
Ca: 1.47737 -2.07395 0.04270
C: 3.93012 -2.18819 -0.09754
O: 5.05465 -1.98657 -0.23040
C: 2.68467 -4.14835 0.80071
O: 3.32731 -5.11051 0.98350
C: 1.19682 -3.53261 -2.03727
O: 1.07386 -4.02300 -3.06452
C: 1.90774 -2.43261 2.55226
O: 2.08001 -2.40748 3.68737
H: 1.48364 -4.15127 0.64494
C: -1.72970 -0.30440 -2.08415
N: -1.80862 0.49740 -0.84735
C: -3.09849 0.41053 -0.16422
P: -0.40446 0.96731 -0.14109
O: 0.61066 -0.15985 -0.12378
N: 0.23778 2.18658 -1.04873
C: 1.69279 2.37982 -1.17077
C: -0.55390 2.89016 -2.06403
N: -0.70573 1.50207 1.39547
C: -1.18957 0.56265 2.42808
C: 0.26196 2.47228 1.93903
H: -2.67575 -0.19857 -2.63848
H: -1.58997 -1.37332 -1.84355
H: -0.90730 0.02199 -2.74014
H: -3.21103 -0.56137 0.34696
H: -3.22377 1.22497 0.55967
H: -3.90831 0.48300 -0.90680
H: 2.12238 1.67459 -1.90469
H: 1.87945 3.40982 -1.51748
H: 2.21264 2.23460 -0.20804
H: -0.39564 2.45563 -3.06825
H: -1.62997 2.82677 -1.83508
H: -0.25938 3.95153 -2.10037
H: -0.55506 -0.33820 2.48474
H: -1.13004 1.08270 3.39468
H: -2.23245 0.26216 2.26430
H: 1.25426 2.01464 2.09698
H: 0.36077 3.32914 1.26289
H: -0.10876 2.82140 2.91045

***

This record from the OMol25 dataset describes 2 unconnected molecules or ions with the total composition C11H19Cl2FN2O5PS. The level of theory is ωB97M-V with the def2-TZVPD basis set.

HOMO level ... -4.76 eV
Kohn-Sham gap ... 7.33 eV
Total charge ... -1
LUMO ... 2.57 eV
Calculated total energy ... -2676.02773 Ha
Molecular weight ... 412.23 g mol⁻¹

Geometry (Å):
C: -2.73110 0.95460 -2.90902
C: -1.90185 -0.26936 -2.53701
S: -1.20645 -0.00697 -0.89790
C: -0.73279 -1.69623 -0.40554
C: 0.69112 -1.87801 0.11885
C: 0.81173 -3.46057 0.53834
O: 1.92700 -3.95253 0.41606
O: -0.26736 -3.92758 0.91633
C: 1.77117 -1.62919 -0.91383
Cl: 1.21131 -1.52656 -2.55753
C: 3.10456 -1.59097 -0.79981
C: 4.04615 -1.39252 -1.95382
Cl: 3.94551 -1.84751 0.69478
N: 0.94561 -1.05103 1.33910
C: 1.29029 0.36652 1.11960
C: 0.71608 1.43936 2.01079
F: -0.64757 1.64211 1.86126
P: 0.18845 -1.47115 2.75627
O: -1.24044 -1.17601 3.00461
H: -3.36994 0.72760 -3.76448
H: -3.35374 1.28650 -2.08059
H: -2.08499 1.78460 -3.19365
H: -2.51214 -1.17250 -2.54027
H: -1.10219 -0.41004 -3.26597
H: -0.87331 -2.35406 -1.26005
H: -1.41055 -2.02628 0.37257
H: 3.85700 -0.43700 -2.44555
H: 5.06995 -1.38161 -1.59346
H: 3.93199 -2.18982 -2.68739
H: 2.37122 0.48084 1.23900
H: 1.05719 0.63579 0.09268
H: 1.21377 2.36740 1.71915
H: 0.90943 1.27191 3.07036
H: 0.56282 -2.79735 2.91490
H: 1.03516 -0.78236 3.64306
C: -2.31354 4.19530 1.72128
N: -2.66033 3.58426 0.41069
O: -3.69143 2.95244 0.33525
O: -1.87353 3.75539 -0.49567
H: -3.10079 3.95392 2.42448
H: -1.36406 3.76314 2.01925
H: -2.21940 5.26553 1.56287

***

This record from the OMol25 dataset describes C11H19Cl3N2O2 in the gas phase. The level of theory is ωB97M-V with the def2-TZVPD basis set.

HOMO level ... -9.31 eV
Kohn-Sham gap ... 9.75 eV
Total charge ... 0
Structure (SMILES) ... CC(C)C(=O)N[C@@H](NC[C@H]1CCCO1)C(Cl)(Cl)Cl
LUMO ... 0.44 eV
ΔE to the lowest compared entry with this formula, charge and spin ... 0.0 kJ/mol
Calculated total energy ... -2071.13561 Ha
Molecular weight ... 317.64 g mol⁻¹

Geometry (Å):
C: 2.09105 -4.08643 -0.18124
C: 2.38303 -2.66777 0.31882
C: 3.19912 -2.69784 1.60654
C: 1.04620 -1.98463 0.56131
O: 0.48940 -1.92661 1.63139
N: 0.49634 -1.44605 -0.56769
C: -0.83501 -0.88111 -0.57437
N: -0.91767 0.47939 -1.00709
C: -0.30115 1.44387 -0.11290
C: -0.60735 2.86943 -0.60045
C: -2.10443 3.18034 -0.52914
C: -2.24194 3.74672 0.88248
C: -0.90359 4.46433 1.06860
O: 0.04203 3.81616 0.22818
C: -1.75335 -1.74205 -1.46127
Cl: -1.77122 -3.41635 -0.88073
Cl: -1.15445 -1.73624 -3.13883
Cl: -3.39398 -1.09349 -1.44504
H: 1.50967 -4.06836 -1.10088
H: 1.52792 -4.63457 0.57038
H: 3.02255 -4.61482 -0.37016
H: 2.93108 -2.11835 -0.45417
H: 3.44906 -1.68778 1.92178
H: 2.61832 -3.16592 2.39676
H: 4.11891 -3.25850 1.46026
H: 0.96155 -1.55289 -1.45653
H: -1.19000 -0.94735 0.46456
H: -0.55478 0.58658 -1.94969
H: 0.78901 1.32464 -0.03531
H: -0.72533 1.29824 0.88254
H: -0.20777 2.98558 -1.61602
H: -2.36648 3.93693 -1.26877
H: -2.69983 2.28746 -0.69912
H: -2.34782 2.94065 1.60814
H: -3.08576 4.42427 0.98762
H: -0.97385 5.51600 0.76090
H: -0.53951 4.42651 2.09911

***

This record from the OMol25 dataset describes a molecular structure, C11H19ClINOPV at a distorted geometry. The level of theory is ωB97M-V with the def2-TZVPD basis set.

HOMO level (spin up / spin down) ... -15.18 / -15.28 eV
Kohn-Sham gap (spin up / spin down) ... 4.98 / 4.83 eV
Spin multiplicity ... 3
Total charge ... +2
LUMO (spin up / spin down) ... -10.20 / -10.45 eV
Calculated total energy ... -2603.12860 Ha
Molecular weight ... 425.55 g mol⁻¹

Geometry (Å):
C: 0.88341 -1.84781 -1.04514
I: 1.00040 2.11958 -0.08266
H: -0.10048 -2.37563 -1.15414
H: 1.39496 -2.42619 -0.23105
H: 1.37309 -1.91713 -2.03826
V: -0.56427 -0.23218 -0.48010
P: -0.29997 0.28799 -2.73723
C: 1.30205 0.76318 -3.44197
C: -0.90535 -1.05937 -3.80975
H: -2.32546 1.57742 -2.50888
H: -1.63865 1.72304 -4.15517
H: -0.91758 2.62722 -2.78046
C: -1.39852 1.68935 -3.08163
H: -1.84212 -1.45583 -3.39647
H: -1.08590 -0.67891 -4.82469
H: 1.21716 0.88991 -4.52619
H: 2.05884 0.00286 -3.23310
H: -0.16812 -1.87039 -3.84229
H: 1.64106 1.70021 -2.99815
C: 1.40135 -0.15638 -0.48876
O: 2.58569 -0.27496 -0.41670
Cl: -2.78039 -0.52599 -0.25331
N: -0.18751 -0.98610 1.61263
C: -0.08800 -0.21795 2.83157
C: 1.15877 -0.03435 3.43338
C: 1.18944 0.56274 4.72300
C: -0.00614 0.99972 5.31671
C: -1.23695 0.87939 4.63733
C: -1.26325 0.29112 3.34641
H: 0.67699 -1.50370 1.48758
H: -0.94240 -1.67270 1.75586
H: 2.06762 -0.41836 2.96115
H: 2.13727 0.68809 5.23014
H: 0.02058 1.47437 6.30340
H: -2.15179 1.22548 5.08915
H: -2.20581 0.15227 2.79780

***

This record from the OMol25 dataset describes a gas-phase ion, C11H19N2 (charge +1) at a distorted geometry. The level of theory is ωB97M-V with the def2-TZVPD basis set.

HOMO level (spin up / spin down) ... -10.47 / -13.28 eV
Kohn-Sham gap (spin up / spin down) ... 6.94 / 8.61 eV
Spin multiplicity ... 3
Total charge ... +1
LUMO (spin up / spin down) ... -3.53 / -4.67 eV
ΔE to the lowest compared entry with this formula, charge and spin ... 0.0 kJ/mol
Calculated total energy ... -539.59584 Ha
Molecular weight ... 179.29 g mol⁻¹

Geometry (Å):
C: -0.92134 1.82864 -1.16594
C: 1.26850 0.22544 0.12316
C: 2.24784 0.82663 -0.55336
C: -1.19018 -0.69493 -1.38779
C: 0.13902 -1.64629 -1.13288
C: 0.89955 -1.20142 0.05336
C: 0.29004 1.17655 0.83421
C: -0.27107 -3.10747 -0.98996
C: 1.00379 -2.04451 1.28798
C: -0.08022 0.97299 2.26762
C: -1.02630 3.18901 0.73164
N: -0.54848 1.93192 0.12585
N: -0.94432 0.61926 -1.80527
H: -1.03441 2.59060 -1.89669
H: 2.54276 1.94061 -0.44534
H: 2.96341 0.27428 -1.26373
H: -1.77289 -1.15588 -2.11295
H: -1.86680 -0.54142 -0.63193
H: 0.75097 -1.56373 -1.94587
H: -0.79495 -3.33247 -1.83221
H: -0.93116 -3.38433 -0.12843
H: 0.63264 -3.63437 -1.05867
H: 1.91259 -2.56699 1.17166
H: 0.24808 -2.91395 1.45666
H: 1.13509 -1.47911 2.25942
H: 0.69582 0.35287 2.85964
H: -1.06190 0.49105 2.36768
H: 0.00906 1.97480 2.89265
H: -1.78061 2.84038 1.35756
H: -0.33262 3.87206 1.27941
H: -1.56296 3.62784 0.01919
H: -0.61894 0.53195 -2.73666

***

This record from the OMol25 dataset describes 2 unconnected molecules or ions with the total composition C11H19N2O at a distorted geometry. The level of theory is ωB97M-V with the def2-TZVPD basis set.

HOMO level (spin up / spin down) ... -10.70 / -10.70 eV
Kohn-Sham gap (spin up / spin down) ... 6.74 / 6.66 eV
Total charge ... +1
LUMO (spin up / spin down) ... -3.96 / -4.04 eV
ΔE to the lowest compared entry with this formula, charge and spin ... 998.3 kJ/mol
Calculated total energy ... -614.71731 Ha
Molecular weight ... 195.29 g mol⁻¹

Geometry (Å):
C: -0.32393 2.37260 -2.03987
C: 0.33441 -0.41328 0.15023
C: 1.35581 -0.60931 0.90064
C: 0.76811 -1.79385 -0.05510
C: -1.26678 1.35767 -0.25813
C: 1.81762 0.44436 3.06598
C: 0.73915 -3.22137 -2.16931
C: -3.63462 1.79004 0.17335
C: 2.41694 -0.52546 2.00647
C: 1.50726 -2.23600 -1.27032
C: -2.43549 0.79857 0.41176
N: -0.01020 3.05945 -0.97002
N: -1.17874 1.39971 -1.70956
O: -0.66110 2.57778 0.17309
H: 0.20099 2.44112 -2.98353
H: 0.34121 -2.58200 0.55451
H: 1.63656 -0.11131 4.09643
H: 0.88001 0.84990 2.75245
H: 2.48655 1.22532 3.25540
H: 0.90379 -4.31225 -1.79904
H: 1.23274 -3.11226 -3.08859
H: -0.28012 -3.08646 -2.05711
H: -4.11980 1.82836 -0.73125
H: -3.17355 2.76946 0.26065
H: -4.28697 1.72868 1.10507
H: 2.63018 -1.72276 2.29161
H: 3.33250 -0.17753 1.47411
H: 1.66023 -1.32745 -1.90420
H: 2.45228 -2.72309 -0.81580
H: -2.56488 -0.36050 0.27455
H: -2.23673 0.90468 1.50893
H: 0.29766 4.07642 -0.88551
H: -1.13725 0.60253 -2.26674

***

This record from the OMol25 dataset describes 2 unconnected molecules or ions with the total composition C11H19N4 at a distorted geometry. The level of theory is ωB97M-V with the def2-TZVPD basis set.

HOMO level ... -12.61 eV
Kohn-Sham gap ... 8.19 eV
Total charge ... +1
LUMO ... -4.42 eV
ΔE to the lowest compared entry with this formula, charge and spin ... 516.3 kJ/mol
Calculated total energy ... -649.15166 Ha
Molecular weight ... 207.30 g mol⁻¹

Geometry (Å):
C: 2.66152 -1.49995 0.42275
C: 1.30353 -1.57345 0.21371
C: 2.88173 -0.77554 1.62496
C: -1.60433 -0.76581 2.33078
C: -0.44088 -0.87129 1.75308
C: -1.96871 -0.54640 -1.84551
C: -0.97657 0.44019 -1.35566
C: 4.23740 -0.60041 2.25771
C: -2.51727 0.38760 2.26771
C: -0.06888 0.95230 -2.48276
C: 0.04565 1.93332 0.24109
N: 1.81628 -0.37148 2.20759
N: 0.77547 -0.86685 1.32612
N: -0.87588 0.81518 -0.17198
N: -1.24134 -1.83620 -2.23021
H: 3.35862 -1.97672 -0.28069
H: 0.61427 -1.80044 -0.63481
H: -1.87839 -1.62238 2.90207
H: -2.77201 -0.68296 -1.15212
H: -2.39114 -0.12265 -2.71093
H: 4.67705 0.25449 1.76900
H: 4.03188 -0.25434 3.30990
H: 4.77821 -1.55319 2.14768
H: -3.43003 0.09540 2.52180
H: -1.99047 0.95386 2.94895
H: -2.54189 0.83989 1.21946
H: -0.51899 1.09863 -3.37418
H: 0.71483 0.10802 -2.44517
H: 0.39719 1.82409 -2.19707
H: -0.26176 2.03573 1.22825
H: 1.01565 1.64722 0.15660
H: -0.12853 2.87366 -0.41625
H: -1.91036 -2.60765 -2.19309
H: -1.04721 -1.76329 -3.27830

***

This record from the OMol25 dataset describes a molecular structure, C11H19NOPPb at a distorted geometry. The level of theory is ωB97M-V with the def2-TZVPD basis set.

HOMO level (spin up / spin down) ... -1.55 / -1.56 eV
Kohn-Sham gap (spin up / spin down) ... 4.07 / 4.07 eV
Total charge ... -1
LUMO (spin up / spin down) ... 2.52 / 2.52 eV
ΔE to the lowest compared entry with this formula, charge and spin ... 16.7 kJ/mol
Calculated total energy ... -1094.60903 Ha
Molecular weight ... 419.45 g mol⁻¹

Geometry (Å):
C: 0.68975 0.15366 -4.85264
C: -0.42993 -0.71112 -5.06952
C: -0.16950 -1.94836 -4.41186
C: 1.09075 -1.83141 -3.75688
C: 1.66317 -0.56596 -4.07914
Pb: -1.58802 1.20840 -0.81177
P: -0.56276 3.53265 -1.73434
H: 0.80108 1.17177 -5.21143
H: -1.32165 -0.44832 -5.61762
H: -0.82947 -2.80595 -4.38338
H: 2.65054 -0.20846 -3.78723
H: 1.59646 -2.61844 -3.20203
H: -1.30558 4.41349 -0.87488
H: -0.88756 4.17975 -2.99218
H: 0.76878 4.03746 -1.46166
O: 0.42797 0.65338 0.00945
C: 0.46226 0.16664 1.20241
C: 0.49305 1.05909 2.39764
C: -0.78540 0.92487 3.21933
C: -0.75581 -0.29542 4.15045
C: -0.81245 -1.62658 3.41155
C: 0.44232 -1.91609 2.58703
N: 0.51361 -1.15896 1.32798
H: 1.38692 0.76109 2.97264
H: 0.64719 2.09508 2.05926
H: -0.88379 1.83193 3.83094
H: -1.67368 0.87849 2.55967
H: 0.14218 -0.25987 4.78529
H: -1.60650 -0.22568 4.83807
H: -0.87742 -2.43051 4.15490
H: -1.71739 -1.68948 2.78832
H: 1.33402 -1.68427 3.18949
H: 0.45280 -2.97495 2.30664
H: 0.64408 -1.66790 0.45552